1.
Here is the molecule C5H8N2 at a distorted geometry from the OMol25 dataset. Energies are from ωB97M-V with the def2-TZVPD basis set.

Results
* max |F|: 2.70 eV Å⁻¹
* net charge: 0
* HOMO-LUMO gap: 9.8326 eV
* multiplicity: 1

Last columns: bonded neighbours and bond lengths (Å).
CARTESIAN COORDINATES (ANGSTROEM)
1 N -1.83 -1.10 -2.35  C6 1.155
2 N -1.02 1.50 -1.31  C3 1.573, H11 1.019, H15 1.027
3 C -0.80 0.25 -0.37  N2 1.573, C4 1.586, C6 1.450, H10 1.122
4 C 0.61 -0.32 0.09  C3 1.586, C5 1.507, C7 1.548, H9 1.089
5 C 1.32 0.21 1.31  C4 1.507, C7 1.494, H8 1.085, H12 1.086
6 C -1.40 -0.54 -1.43  N1 1.155, C3 1.450
7 C 0.83 -1.21 1.33  C4 1.548, C5 1.494, H13 1.097, H14 1.089
8 H 2.38 0.41 1.23  C5 1.085
9 H 1.24 -0.63 -0.74  C4 1.089
10 H -1.40 0.25 0.57  C3 1.122
11 H -0.40 1.75 -2.08  N2 1.019
12 H 0.77 0.92 1.91  C5 1.086
13 H 1.59 -2.00 1.27  C7 1.097
14 H 0.01 -1.48 1.99  C7 1.089
15 H -1.92 1.98 -1.42  N2 1.027

***

2.
Here is the molecule C5H8N2 at a distorted geometry from the OMol25 dataset. Energies are from ωB97M-V with the def2-TZVPD basis set.

Results
* max |F|: 6.97 eV Å⁻¹
* net charge: 0
* HOMO-LUMO gap: 8.9748 eV
* multiplicity: 1

Last columns: bonded neighbours and bond lengths (Å).
CARTESIAN COORDINATES (ANGSTROEM)
1 N -0.02 -0.29 -0.32  N2 1.334, C3 1.441, C5 1.275
2 N -1.31 -0.56 -0.47  N1 1.334, C4 1.496, H14 1.066
3 C 0.71 0.95 -0.44  N1 1.441, C7 1.280, H9 1.038
4 C -2.15 0.33 0.39  N2 1.496, H12 1.085, H13 1.108, H15 1.070
5 C 0.85 -1.18 -0.04  N1 1.275, C6 1.363, H8 0.992
6 C 2.05 -0.57 0.19  C5 1.363, C7 1.407, H10 1.116
7 C 1.88 0.83 0.07  C3 1.280, C6 1.407, H11 1.139
8 H 0.49 -2.10 0.04  C5 0.992
9 H 0.16 1.81 -0.62  C3 1.038
10 H 2.78 -1.33 0.54  C6 1.116
11 H 2.79 1.51 0.04  C7 1.139
12 H -3.14 -0.09 0.53  C4 1.085
13 H -1.71 -0.01 1.35  C4 1.108
14 H -1.31 -0.69 -1.53  N2 1.066
15 H -2.09 1.39 0.27  C4 1.070

***

3.
Here is the molecule C5H8N2 from the OMol25 dataset. Energies are from ωB97M-V with the def2-TZVPD basis set.

Results
* max |F|: 0.53 eV Å⁻¹
* net charge: 0
* HOMO-LUMO gap: 7.3547 eV
* multiplicity: 1

Last columns: bonded neighbours and bond lengths (Å).
CARTESIAN COORDINATES (ANGSTROEM)
1 N 1.88 -0.93 -0.07  C7 1.370, H10 1.013, H13 1.011
2 N 0.90 1.18 -0.48  C4 1.484, C7 1.303, H12 1.013
3 C -1.09 1.27 0.79  C4 1.343, C5 1.532
4 C -0.30 1.95 -0.06  N2 1.484, C3 1.343, H11 1.086
5 C -0.49 -0.13 0.75  C3 1.532, C6 1.546, C7 1.533, H9 1.100
6 C -1.53 -0.96 -0.05  C5 1.546, H8 1.093, H14 1.098, H15 1.097
7 C 0.85 -0.03 0.02  N1 1.370, N2 1.303, C5 1.533
8 H -2.40 -1.04 0.60  C6 1.093
9 H -0.34 -0.65 1.72  C5 1.100
10 H 2.33 -1.05 -0.97  N1 1.013
11 H -0.38 2.93 -0.52  C4 1.086
12 H 1.71 1.57 -0.94  N2 1.013
13 H 1.78 -1.78 0.47  N1 1.011
14 H -1.19 -1.95 -0.36  C6 1.098
15 H -1.87 -0.38 -0.92  C6 1.097

***

How do the records compare in energy relative to the best compared isomer or geometry (same formula, charge and spin)? In the order shown, they have 280.8 354.7 313.5 kJ/mol.